No. 1
{"formula": "C8H26CdN2O6", "method": "ωB97M-V with the def2-TZVPD basis set", "charge": -2, "orbital_gap_ha": 0.123, "de_lowest_ev": 0.899, "largest_force_ev_per_a": 3.1, "species": ["Cd", "O", "H", "O", "H", "O", "H", "O", "H", "C", "C", "C", "O", "C", "N", "H", "H", "H", "H", "H", "H", "H", "H", "H", "H", "H", "C", "C", "C", "O", "C", "N", "H", "H", "H", "H", "H", "H", "H", "H", "H", "H", "H"], "positions_angstrom": [[-26.248, 6.111, 21.748], [-26.331, 6.560, 23.818], [-25.544, 6.420, 24.357], [-28.375, 6.042, 21.587], [-28.751, 5.171, 21.420], [-26.169, 8.212, 21.392], [-25.441, 8.603, 21.882], [-25.928, 5.877, 19.649], [-25.623, 5.071, 19.239], [-24.798, 1.943, 22.334], [-24.900, 3.473, 22.484], [-23.771, 4.258, 21.781], [-24.015, 5.628, 22.055], [-22.982, 6.421, 21.457], [-26.206, 3.966, 22.094], [-23.760, 1.583, 22.315], [-25.199, 1.657, 21.355], [-25.421, 1.456, 23.082], [-24.730, 3.675, 23.548], [-23.759, 4.059, 20.699], [-22.773, 3.930, 22.107], [-22.097, 6.335, 22.109], [-23.376, 7.432, 21.541], [-22.700, 6.076, 20.463], [-26.993, 3.614, 22.632], [-26.426, 3.574, 21.174], [-25.982, 2.732, 18.081], [-27.475, 2.768, 18.344], [-28.130, 1.393, 18.443], [-28.361, 0.836, 17.166], [-29.016, -0.382, 17.203], [-27.764, 3.535, 19.560], [-25.414, 2.257, 18.880], [-25.575, 3.726, 17.897], [-25.804, 2.232, 17.120], [-27.973, 3.251, 17.491], [-29.039, 1.473, 19.051], [-27.457, 0.702, 18.979], [-29.242, -0.725, 16.189], [-30.024, -0.333, 17.651], [-28.418, -1.132, 17.741], [-28.760, 3.594, 19.763], [-27.513, 4.546, 19.498]], "forces_ev_per_angstrom": [[-1.5, 2.7, -0.1], [0.3, -0.2, 2.1], [0.1, 0.0, 0.0], [-1.8, -0.6, -0.3], [-0.1, -0.1, 0.1], [0.6, 1.5, -0.6], [-0.1, 0.1, 0.3], [0.4, -0.5, -1.8], [0.4, -0.3, -0.1], [0.3, 0.3, -1.0], [0.5, -0.6, 1.0], [-1.0, -0.2, -0.1], [2.5, -1.2, -0.7], [-0.4, 0.0, 1.5], [0.3, -2.5, -0.5], [-0.1, -0.1, 0.5], [-0.1, 0.0, 0.0], [0.2, -0.1, 0.1], [-0.3, 0.3, 0.0], [-0.4, 0.3, -0.2], [0.0, 0.1, 0.5], [0.1, 0.0, -0.1], [0.1, 0.1, -0.7], [-0.4, 0.3, -0.3], [0.4, 0.4, 0.7], [0.0, 0.4, -0.2], [0.0, 0.0, -1.0], [-0.9, 1.0, 0.1], [0.9, -0.3, 0.8], [-0.2, 0.6, -0.6], [-0.6, -0.5, 0.0], [-0.2, 0.0, 0.1], [-0.1, -0.1, 0.1], [-0.2, 0.2, 0.4], [0.0, -0.4, 0.2], [0.2, -0.1, -0.3], [-0.2, 0.0, -0.3], [0.0, 0.1, 0.2], [0.5, 0.1, -0.1], [0.3, 0.2, 0.4], [-0.1, -0.1, -0.1], [0.0, -0.3, -0.2], [0.7, -0.3, 0.0]]}

***

No. 2
{"formula": "C8H26F2NO10S2V", "method": "ωB97M-V with the def2-TZVPD basis set", "s_squared": 3.7556, "spin_multiplicity": 4, "charge": -1, "orbital_gap_ha": [0.210, 0.247], "largest_force_ev_per_a": 5.2, "species": ["V", "O", "H", "O", "H", "N", "S", "O", "O", "F", "S", "O", "O", "F", "C", "C", "O", "H", "H", "H", "H", "H", "H", "C", "C", "O", "H", "H", "H", "H", "H", "H", "C", "C", "O", "H", "H", "H", "H", "H", "H", "C", "C", "O", "H", "H", "H", "H", "H", "H"], "positions_angstrom": [[-0.401, -0.285, -0.454], [-0.362, -2.404, -0.200], [0.330, -2.972, -0.525], [-1.998, -0.824, -1.806], [-2.869, -0.428, -1.828], [1.223, 0.446, -1.441], [2.870, 0.226, -1.072], [3.420, 1.296, -0.287], [3.714, -0.414, -2.039], [2.611, -0.925, 0.007], [1.431, 1.252, -2.767], [1.591, 0.476, -3.966], [2.156, 2.488, -2.596], [-0.081, 1.745, -2.915], [-0.588, 3.889, 1.128], [-0.121, 2.948, 0.023], [-1.108, 1.901, -0.109], [-1.537, 4.381, 0.900], [0.069, 4.748, 1.299], [-0.640, 3.293, 2.039], [0.837, 2.509, 0.291], [-0.030, 3.429, -0.952], [-1.843, 2.326, -0.561], [1.663, -3.213, -3.326], [0.396, -2.418, -3.651], [-0.742, -3.271, -3.505], [2.586, -2.744, -3.675], [1.583, -4.230, -3.721], [1.778, -3.356, -2.248], [0.450, -2.075, -4.689], [0.306, -1.563, -2.978], [-0.691, -3.883, -4.247], [-2.853, -0.838, 3.397], [-3.053, -0.032, 2.113], [-2.227, -0.613, 1.113], [-3.431, -0.446, 4.238], [-1.802, -0.843, 3.685], [-3.091, -1.881, 3.184], [-2.786, 1.014, 2.260], [-4.100, -0.075, 1.802], [-2.583, -1.445, 0.766], [1.020, 0.541, 3.882], [1.495, 0.417, 2.445], [0.488, -0.221, 1.668], [0.163, 1.223, 3.862], [1.769, 0.969, 4.549], [0.662, -0.391, 4.323], [2.443, -0.128, 2.405], [1.694, 1.408, 2.040], [0.189, -1.008, 2.140]], "forces_ev_per_angstrom": [[-3.3, -2.5, 0.5], [0.2, 1.5, 0.7], [0.2, -0.2, -0.2], [1.0, 0.7, 0.6], [-0.1, 0.4, 0.0], [4.2, -0.2, 0.0], [0.6, -1.7, 2.8], [-0.5, -0.3, -0.5], [-1.0, 0.7, 0.1], [0.0, 0.4, -0.6], [-2.7, 2.1, -3.9], [0.6, 0.5, 1.0], [0.1, -1.0, -0.1], [0.2, 0.0, 0.3], [0.3, 0.4, -0.1], [-0.6, 0.4, 0.1], [0.7, 0.2, 0.2], [-0.2, -0.5, 0.0], [0.4, -0.3, -0.1], [-0.3, 0.2, 0.1], [-0.1, -0.2, -0.2], [0.3, 0.1, 0.1], [-0.2, -0.6, -0.2], [0.1, -0.1, 0.4], [0.4, -0.6, 0.0], [0.0, 0.2, -0.1], [-0.1, 0.1, -0.1], [0.1, 0.1, -0.3], [-0.1, 0.2, 0.0], [0.0, 0.3, 0.1], [-0.4, -0.3, -0.2], [-0.1, 0.0, 0.1], [0.0, 0.2, -0.1], [0.2, -1.0, 0.2], [0.0, 0.5, 0.0], [-0.1, -0.2, -0.1], [0.1, 0.2, 0.0], [-0.3, 0.0, 0.2], [0.3, 0.0, -0.3], [-0.1, 0.1, 0.0], [0.1, 0.1, -0.2], [-0.5, 0.7, 0.0], [0.3, -0.4, 0.6], [0.3, 0.7, 0.0], [0.0, 0.0, 0.2], [0.1, 0.0, -0.1], [0.2, -0.2, -0.2], [-0.1, -0.1, -0.2], [-0.2, -0.1, -0.2], [-0.1, -0.3, -0.5]]}

***

No. 3
{"formula": "C8H27Cd2NO7", "method": "ωB97M-V with the def2-TZVPD basis set", "charge": 2, "orbital_gap_ha": 0.133, "largest_force_ev_per_a": 2.1, "species": ["Cd", "Cd", "C", "O", "H", "H", "H", "C", "O", "H", "H", "H", "C", "O", "C", "C", "N", "C", "C", "O", "C", "H", "H", "H", "H", "H", "H", "H", "H", "H", "H", "H", "H", "H", "H", "H", "O", "H", "H", "O", "H", "H", "O", "H", "H"], "positions_angstrom": [[-0.973, 2.609, 4.306], [-0.940, 2.893, 1.021], [-1.253, -0.130, 2.535], [-1.006, 1.294, 2.582], [-1.452, -0.655, 3.469], [-2.156, -0.368, 1.972], [-0.488, -0.721, 2.032], [-1.635, 5.634, 2.649], [-1.422, 4.209, 2.677], [-1.298, 6.221, 3.503], [-1.336, 6.054, 1.688], [-2.686, 5.875, 2.807], [0.325, -4.651, 0.212], [1.276, -3.556, -0.042], [0.737, -2.260, -0.245], [1.426, -1.659, -1.481], [0.802, -0.397, -1.832], [1.667, 0.421, -2.689], [1.634, -0.110, -4.146], [0.328, -0.620, -4.489], [0.245, -1.018, -5.827], [0.716, -5.428, 0.868], [0.189, -5.118, -0.763], [-0.547, -4.290, 0.757], [1.027, -1.778, 0.689], [-0.351, -2.187, -0.264], [1.235, -2.291, -2.349], [2.508, -1.683, -1.359], [0.023, -0.678, -2.412], [2.661, 0.428, -2.243], [1.294, 1.445, -2.677], [2.389, -0.859, -4.385], [1.871, 0.791, -4.711], [0.479, -0.214, -6.525], [-0.777, -1.373, -5.955], [0.719, -1.940, -6.164], [-4.237, 0.563, 0.276], [-3.844, -0.283, 0.490], [-4.139, 0.640, -0.673], [1.046, 2.938, 3.988], [1.614, 2.960, 3.218], [1.505, 3.466, 4.641], [0.786, -1.145, 5.211], [0.766, -1.078, 4.256], [1.270, -1.952, 5.384]], "forces_ev_per_angstrom": [[-1.7, -0.1, -1.3], [-0.8, -0.6, 1.2], [-0.7, -0.8, -0.8], [0.1, 0.0, 0.2], [0.3, 0.8, 0.6], [-0.1, 0.5, -0.2], [0.5, 0.6, 0.0], [-1.3, 0.5, 0.1], [0.7, -0.8, 0.1], [1.4, -0.5, 0.0], [0.2, 0.1, 0.3], [-0.5, -0.6, -0.7], [1.0, 0.8, -0.4], [-0.9, -1.3, 0.4], [1.2, -0.7, 0.5], [-1.0, -0.9, 0.1], [0.6, 0.9, 0.7], [-0.9, -0.7, -0.2], [0.0, 0.5, 0.0], [1.5, 0.5, 1.1], [-1.4, -0.7, -1.0], [0.7, 0.3, 0.0], [-0.9, 0.0, 0.2], [-0.4, 0.1, -0.6], [0.1, 1.0, -0.1], [-0.2, -0.4, -0.5], [0.1, -0.8, 0.2], [0.0, 0.6, 0.2], [-0.4, 0.3, 0.0], [0.1, 0.0, -0.4], [0.0, 0.0, -0.1], [0.1, -0.1, 0.3], [-0.1, -0.1, -0.7], [0.0, 0.1, 0.0], [-0.4, 0.7, -0.1], [1.2, 0.0, 0.7], [0.4, 0.5, 0.3], [-0.1, -0.4, 0.0], [-0.2, -0.1, -0.4], [1.3, 0.4, 0.5], [0.1, -0.3, -0.5], [0.5, 0.3, 0.4], [-0.3, 0.5, 0.0], [0.1, -0.1, -0.2], [0.2, -0.3, 0.2]]}

***

No. 4
{"formula": "C8H27ClO9", "method": "ωB97M-V with the def2-TZVPD basis set", "charge": 0, "orbital_gap_ha": 0.311, "de_lowest_ev": 0.000, "largest_force_ev_per_a": 2.1, "species": ["O", "H", "H", "H", "Cl", "O", "O", "O", "O", "C", "C", "C", "O", "H", "H", "H", "H", "H", "H", "H", "H", "C", "C", "C", "O", "H", "H", "H", "H", "H", "H", "H", "H", "C", "O", "H", "H", "H", "H", "C", "O", "H", "H", "H", "H"], "positions_angstrom": [[0.577, 0.248, -0.047], [-0.100, 0.289, -0.808], [1.454, 0.619, -0.308], [0.194, 0.742, 0.723], [2.681, 2.130, -3.314], [3.543, 1.041, -3.744], [3.476, 3.319, -3.180], [1.609, 2.264, -4.252], [2.079, 1.734, -2.045], [-0.069, -1.188, 3.057], [-1.266, -1.900, 2.448], [-2.484, -1.906, 3.337], [-1.609, -1.163, 1.258], [-0.405, -0.190, 3.343], [0.751, -1.105, 2.343], [0.340, -1.810, 3.855], [-1.013, -2.951, 2.261], [-2.733, -0.881, 3.633], [-2.287, -2.381, 4.303], [-3.345, -2.348, 2.843], [-1.749, -1.734, 0.498], [0.234, -1.869, -3.036], [-0.657, -0.636, -3.224], [-1.882, -0.963, -4.094], [-1.138, -0.182, -1.954], [-0.357, -2.773, -2.846], [0.952, -1.790, -2.221], [0.775, -2.114, -3.951], [-0.091, 0.174, -3.685], [-2.608, -0.155, -3.956], [-2.300, -1.941, -3.849], [-1.741, -0.958, -5.176], [-2.071, -0.404, -1.871], [3.168, 0.915, 2.391], [3.135, 0.356, 1.079], [2.702, 0.259, 3.133], [4.143, 1.270, 2.716], [2.466, 1.753, 2.351], [3.775, -0.364, 1.082], [-1.713, 2.804, 1.818], [-0.413, 2.240, 1.540], [-2.141, 2.207, 2.631], [-1.644, 3.873, 1.982], [-2.439, 2.581, 1.033], [0.198, 2.889, 1.901]], "forces_ev_per_angstrom": [[-0.2, 0.1, -0.1], [0.1, -0.3, -0.1], [0.0, 0.2, -0.2], [0.1, 0.3, -0.1], [1.1, -1.8, -0.4], [-0.2, 0.4, 0.2], [-0.7, 0.1, 0.2], [-0.4, 0.7, -0.4], [-0.2, 0.3, 0.9], [0.0, -0.6, -0.2], [0.0, 0.0, -0.2], [0.0, 0.6, 0.9], [0.1, 0.0, -0.2], [0.3, 0.0, 0.4], [-0.2, 0.1, -0.2], [-0.2, 0.5, 0.4], [0.1, 0.2, -0.5], [-0.1, 0.0, -0.4], [0.0, -0.4, -0.2], [0.0, -0.1, 0.1], [0.1, -0.2, 0.2], [-0.2, -0.4, -0.2], [0.1, -1.0, -1.2], [0.0, 0.5, -0.1], [0.0, 0.3, 0.6], [-0.2, 0.2, 0.2], [0.1, 0.3, -0.1], [0.1, 0.4, 0.0], [0.1, 0.1, 0.3], [-0.2, -0.2, 0.2], [-0.2, 0.1, 0.2], [0.6, -0.1, 0.1], [0.0, 0.1, 0.1], [-1.3, 0.4, -0.1], [0.4, -0.2, 0.6], [0.4, -0.3, 0.0], [0.1, -0.1, -0.1], [0.4, 0.3, 0.0], [-0.1, 0.0, -0.4], [-0.6, -1.5, 0.0], [-0.2, 0.5, 0.0], [0.2, 0.7, 0.5], [-0.1, 0.0, 0.2], [0.6, 0.3, -0.5], [0.4, -0.3, -0.2]]}